(1)
{"formula": "C16H37BBr2NO12S2", "method": "ωB97M-V/def2-TZVPD", "symbols": ["C", "C", "Br", "C", "Br", "S", "O", "O", "N", "S", "O", "O", "C", "B", "O", "O", "H", "H", "H", "H", "H", "H", "H", "C", "O", "C", "C", "O", "C", "H", "H", "H", "H", "H", "H", "H", "H", "H", "H", "C", "O", "C", "C", "O", "C", "H", "H", "H", "H", "H", "H", "H", "H", "H", "H", "C", "O", "C", "C", "O", "C", "H", "H", "H", "H", "H", "H", "H", "H", "H", "H"], "xyz": [[2.45476, 0.93653, -1.12226], [1.73887, -0.25085, -1.66630], [2.20747, -1.94998, -0.95450], [0.80245, -0.15532, -2.61271], [-0.09659, -1.66919, -3.33801], [0.27202, 1.44868, -3.28089], [1.45048, 2.04702, -3.85284], [-0.74041, 1.14283, -4.24487], [-0.17592, 2.33482, -2.04699], [-1.65286, 2.10752, -1.41644], [-2.75820, 2.51170, -2.24024], [-1.63783, 2.78698, -0.14125], [-1.90461, 0.37457, -1.02086], [-3.00764, -0.38925, -1.86989], [-3.27474, -0.18688, -3.17784], [-3.76311, -1.34912, -1.17109], [1.91690, 1.39602, -0.30121], [2.62150, 1.65367, -1.91274], [3.42851, 0.61467, -0.76767], [-0.98288, -0.20382, -1.03835], [-2.25326, 0.36080, 0.00668], [-3.28934, -0.99677, -3.68519], [-3.23532, -2.11127, -0.93337], [6.82573, 3.73397, -2.50439], [7.67449, 2.89705, -3.27148], [7.65904, 1.54459, -2.84535], [6.75260, 0.68731, -3.70361], [5.39820, 1.06946, -3.58177], [4.93789, 1.89019, -4.64839], [6.68409, 4.66040, -3.05823], [5.85050, 3.27522, -2.33210], [7.29261, 3.96740, -1.54014], [7.35969, 1.47672, -1.79474], [8.68467, 1.16965, -2.93013], [6.82792, -0.35013, -3.35927], [7.07246, 0.71955, -4.75028], [4.74041, 1.27907, -5.53500], [5.65955, 2.67187, -4.89745], [4.00539, 2.35436, -4.33238], [-0.28036, -4.51945, 3.94984], [-0.10523, -3.19879, 4.42504], [0.91719, -2.48867, 3.73939], [0.35897, -1.56814, 2.67636], [-0.27370, -2.28823, 1.63382], [-1.68639, -2.32329, 1.75300], [-1.23820, -4.88198, 4.32083], [-0.28625, -4.56112, 2.85858], [0.51449, -5.17104, 4.33223], [1.63657, -3.18545, 3.29800], [1.44403, -1.88554, 4.48522], [1.18845, -1.01441, 2.22513], [-0.33015, -0.84183, 3.11769], [-2.12160, -1.36923, 1.43538], [-2.00404, -2.54242, 2.77488], [-2.05220, -3.11283, 1.09597], [-5.15120, -0.89436, 1.44297], [-4.30435, -0.04330, 2.20486], [-4.86984, 1.22938, 2.46813], [-5.45170, 1.31020, 3.86258], [-6.55845, 0.43438, 4.03858], [-6.21328, -0.77347, 4.68632], [-4.75816, -1.90746, 1.52421], [-6.18203, -0.88655, 1.80975], [-5.13143, -0.59479, 0.40126], [-5.62886, 1.47475, 1.71979], [-4.06338, 1.96331, 2.38094], [-5.81998, 2.32704, 4.02968], [-4.67884, 1.10395, 4.60979], [-6.09726, -0.60956, 5.76453], [-5.29217, -1.20050, 4.28401], [-7.02610, -1.48071, 4.52479]], "forces_ev_per_angstrom": [[0.63, -0.41, 0.20], [-0.60, -0.04, -0.57], [0.11, 0.20, 0.10], [0.10, -0.39, 0.17], [0.24, 0.17, 0.06], [-0.15, 1.06, -0.74], [0.74, -0.01, 0.35], [-0.54, -0.44, 0.12], [-0.42, -1.01, -0.23], [-0.12, 0.73, 0.83], [0.04, -0.20, -0.73], [0.46, -0.06, 0.46], [-0.54, -0.10, -0.32], [0.02, -0.01, 0.28], [0.45, 0.45, -0.13], [0.21, -0.35, -0.76], [-0.23, 0.11, 0.08], [-0.16, 0.27, -0.11], [0.16, -0.01, 0.14], [0.17, 0.10, 0.02], [0.05, 0.27, 0.25], [-0.49, -0.21, -0.14], [0.12, -0.12, 0.46], [0.05, 0.02, 0.02], [-0.10, 0.00, 0.04], [0.22, 0.07, -0.18], [-0.22, -0.15, 0.18], [0.08, 0.17, -0.03], [-0.15, -0.01, 0.04], [0.04, 0.00, -0.02], [0.00, -0.01, -0.01], [-0.06, -0.01, 0.02], [-0.05, -0.01, 0.00], [-0.01, -0.03, 0.03], [0.05, 0.00, -0.02], [0.04, 0.05, -0.01], [0.02, 0.04, -0.03], [0.05, -0.03, 0.01], [-0.06, -0.12, 0.01], [0.02, 0.01, 0.07], [-0.02, -0.07, -0.11], [-0.08, 0.12, 0.21], [0.14, 0.03, -0.26], [-0.12, -0.17, 0.13], [0.01, 0.19, -0.14], [0.00, 0.02, 0.05], [0.01, 0.01, -0.01], [0.00, -0.04, -0.06], [-0.01, -0.01, -0.05], [0.03, 0.00, -0.02], [0.00, 0.03, 0.03], [-0.02, -0.02, 0.04], [-0.05, -0.06, 0.13], [-0.02, 0.01, 0.02], [0.05, -0.05, -0.04], [-0.10, 0.16, 0.16], [-0.14, -0.18, 0.15], [0.30, 0.01, -0.01], [-0.24, 0.12, -0.06], [0.09, -0.07, -0.01], [-0.05, 0.02, 0.02], [0.06, 0.00, -0.03], [0.05, 0.03, 0.12], [-0.11, -0.04, -0.11], [-0.04, 0.00, 0.01], [-0.03, 0.04, -0.04], [0.04, 0.01, 0.00], [0.03, -0.03, -0.01], [0.06, -0.05, 0.00], [0.02, 0.01, 0.00], [-0.04, 0.03, 0.02]], "e_lumo_ev": 2.2354, "e_homo_ev": -6.07, "total_charge": -1}

(2)
{"formula": "C16H37N7O8SSn", "method": "ωB97M-V/def2-TZVPD", "symbols": ["Sn", "N", "N", "C", "O", "O", "H", "H", "H", "N", "C", "C", "C", "C", "N", "C", "N", "N", "C", "O", "O", "H", "H", "H", "H", "H", "H", "H", "H", "H", "H", "H", "H", "H", "H", "C", "C", "C", "O", "H", "H", "H", "H", "H", "H", "O", "N", "O", "C", "C", "C", "S", "O", "C", "C", "C", "H", "H", "H", "H", "H", "H", "H", "H", "H", "H", "H", "H", "H", "H"], "xyz": [[1.43995, -0.50982, 1.14546], [-0.70248, 1.32214, 1.35477], [-2.06962, 1.32958, 1.68213], [-2.94883, 0.38362, 1.32694], [-4.05965, 0.23559, 1.74716], [-2.44377, -0.39643, 0.26761], [-0.20771, 1.71705, 2.14837], [-0.50615, 1.91208, 0.54954], [-2.42581, 2.01851, 2.32872], [3.70481, -0.35552, -0.31282], [3.65050, 0.82598, -1.19486], [4.79097, 1.79231, -0.82638], [4.88573, 3.15011, -1.52268], [5.15003, 3.12438, -3.02582], [3.91432, 2.84774, -3.75455], [3.74062, 3.06924, -5.03959], [4.75914, 3.41755, -5.82960], [2.51703, 2.92134, -5.56805], [2.28623, 1.52447, -1.10043], [1.92555, 2.24253, -2.03759], [1.61248, 1.35284, -0.02938], [4.34436, -0.18325, 0.45795], [4.08006, -1.15617, -0.80617], [3.75423, 0.49672, -2.23073], [5.72985, 1.25022, -0.97221], [4.70865, 1.98495, 0.24851], [5.71784, 3.68197, -1.06020], [3.99480, 3.75145, -1.32844], [5.91022, 2.37352, -3.26635], [5.53198, 4.10218, -3.32993], [3.09141, 2.57620, -3.18096], [5.69837, 3.45479, -5.47582], [4.61611, 3.65034, -6.79666], [1.72325, 2.83798, -4.95481], [2.34272, 3.11336, -6.53849], [0.26757, -2.29006, -2.95267], [0.91995, -2.23814, -1.61304], [1.67965, -3.43992, -1.16147], [0.81562, -1.21936, -0.93040], [-0.36115, -3.17970, -3.01369], [1.03800, -2.39538, -3.72034], [-0.32446, -1.39776, -3.12959], [2.22531, -3.88409, -1.99360], [0.95402, -4.18458, -0.81936], [2.33948, -3.21813, -0.32741], [-0.40236, -3.83422, 1.61568], [0.22985, -2.82232, 1.50073], [-0.45757, -1.71643, 1.56957], [-6.77914, -1.87846, -2.06552], [-5.56867, -2.40369, -1.29902], [-4.68087, -1.23104, -0.88050], [-3.16581, -1.75493, -0.14138], [-2.31312, -2.41282, -1.07682], [-3.48005, -2.68284, 1.33381], [-3.57204, -4.18229, 1.03387], [-3.74308, -4.93090, 2.35113], [-7.42485, -2.70425, -2.35721], [-6.47463, -1.35402, -2.97179], [-7.36616, -1.19310, -1.45361], [-4.99838, -3.09679, -1.91986], [-5.90222, -2.94630, -0.41297], [-5.16140, -0.57234, -0.15631], [-4.34426, -0.64672, -1.74199], [-4.38541, -2.25538, 1.76705], [-2.61365, -2.46957, 1.96501], [-2.65167, -4.49583, 0.54618], [-4.40335, -4.39585, 0.36121], [-2.88433, -4.76280, 3.00136], [-3.81831, -6.00043, 2.16407], [-4.64521, -4.61758, 2.87812]], "forces_ev_per_angstrom": [[0.14, 0.10, 0.11], [0.03, -0.01, -0.01], [0.01, -0.04, 0.02], [0.02, 0.08, -0.07], [-0.02, -0.02, 0.04], [0.02, 0.00, 0.00], [-0.02, 0.04, 0.00], [-0.05, 0.02, 0.01], [0.00, -0.01, 0.02], [0.02, 0.06, -0.05], [0.01, -0.01, 0.00], [0.01, 0.02, 0.02], [-0.01, 0.01, -0.01], [0.00, -0.01, 0.00], [0.03, -0.01, 0.00], [0.00, -0.02, -0.01], [-0.01, 0.00, 0.00], [0.00, 0.02, 0.00], [0.02, -0.03, -0.07], [0.02, -0.04, 0.02], [-0.19, -0.01, 0.06], [0.00, -0.02, -0.01], [-0.02, -0.04, -0.03], [0.04, -0.01, 0.00], [0.00, 0.00, 0.00], [0.01, 0.00, 0.00], [0.00, 0.00, 0.00], [0.01, 0.00, -0.01], [0.00, 0.00, 0.00], [-0.01, 0.00, 0.00], [-0.02, 0.07, 0.01], [0.00, 0.00, 0.00], [0.00, 0.00, 0.00], [0.00, 0.00, 0.00], [0.00, 0.00, 0.00], [-0.02, -0.01, 0.02], [0.03, -0.05, -0.03], [-0.04, -0.01, 0.00], [0.03, 0.08, -0.01], [0.00, -0.01, -0.01], [0.00, 0.00, 0.01], [-0.01, 0.01, 0.00], [0.01, 0.00, 0.00], [0.01, 0.01, -0.01], [0.02, 0.00, 0.01], [-0.04, -0.08, 0.00], [-0.21, 0.06, 0.05], [0.12, -0.14, -0.06], [0.01, 0.00, 0.00], [-0.01, -0.01, -0.01], [0.01, 0.00, -0.04], [0.00, 0.00, 0.00], [0.02, -0.02, 0.02], [0.02, 0.00, -0.03], [0.00, 0.02, 0.02], [0.00, -0.01, 0.02], [0.00, 0.00, 0.00], [0.00, 0.00, 0.00], [0.00, 0.00, 0.00], [0.00, 0.00, 0.01], [0.00, 0.01, -0.01], [0.00, 0.01, 0.01], [-0.01, 0.01, 0.01], [0.01, 0.00, 0.02], [-0.01, 0.00, 0.01], [0.01, -0.01, -0.03], [0.02, 0.00, 0.01], [0.00, 0.01, 0.00], [0.00, 0.00, 0.00], [0.00, 0.00, 0.00]], "e_above_lowest_ev": 1.002, "e_lumo_ev": -4.2302, "e_homo_ev": -13.56, "total_charge": 2}

(3)
{"formula": "C16H38Br4O15", "method": "ωB97M-V/def2-TZVPD", "symbols": ["C", "C", "C", "O", "C", "O", "O", "H", "H", "H", "H", "H", "H", "C", "C", "C", "O", "C", "O", "O", "H", "H", "H", "H", "H", "H", "C", "C", "C", "O", "C", "O", "O", "H", "H", "H", "H", "H", "H", "Br", "C", "C", "Br", "H", "H", "H", "H", "Br", "C", "C", "Br", "H", "H", "H", "H", "O", "H", "H", "O", "H", "H", "O", "H", "H", "O", "H", "H", "O", "H", "H", "O", "H", "H"], "xyz": [[2.63193, -1.17968, 3.67082], [3.98713, -1.84408, 3.73173], [3.96041, -3.35349, 3.97441], [4.97046, -3.86595, 3.11451], [5.31165, -2.92028, 2.21345], [6.12902, -3.05909, 1.36910], [4.60255, -1.78873, 2.41411], [2.05785, -1.43253, 4.57284], [2.08514, -1.51332, 2.79405], [2.70733, -0.09567, 3.72346], [4.65995, -1.31579, 4.41001], [2.98186, -3.76644, 3.71555], [4.16584, -3.61053, 5.01127], [-0.40918, -2.22747, 0.27786], [-0.22240, -0.84157, -0.25831], [-1.29702, 0.17345, 0.17370], [-0.52527, 1.37052, 0.33822], [0.75333, 1.02795, 0.60500], [1.58095, 1.74503, 1.06375], [0.96896, -0.27095, 0.28437], [0.46134, -2.82934, 0.00164], [-1.25022, -2.75262, -0.17653], [-0.52567, -2.21828, 1.36123], [-0.20298, -0.85579, -1.35077], [-1.83174, -0.07028, 1.09076], [-2.01292, 0.29535, -0.63491], [-3.67325, 1.71539, -4.85642], [-2.68491, 0.64795, -5.26841], [-2.74357, -0.63482, -4.38289], [-2.88947, -1.69083, -5.35061], [-2.86087, -1.19066, -6.60735], [-2.81385, -1.83910, -7.59351], [-2.95408, 0.16321, -6.57178], [-4.68316, 1.29764, -4.81969], [-3.67510, 2.53793, -5.56817], [-3.41306, 2.03623, -3.84881], [-1.66404, 1.02382, -5.15717], [-3.63096, -0.68990, -3.75291], [-1.80436, -0.75694, -3.85030], [1.96696, 5.15558, 4.06029], [2.04885, 6.02278, 2.32776], [0.90774, 5.53618, 1.49703], [0.72799, 6.65638, -0.09820], [3.00463, 5.79891, 1.85875], [2.02547, 7.09352, 2.49621], [-0.03698, 5.62838, 2.03126], [0.96293, 4.51273, 1.13862], [3.11317, -3.08960, -0.86577], [4.88066, -2.54350, -1.48630], [5.05828, -1.08958, -1.11256], [6.68410, -0.40896, -1.96667], [4.98217, -2.71908, -2.55352], [5.59373, -3.19627, -0.99197], [5.15606, -0.94067, -0.04658], [4.27118, -0.49951, -1.56808], [-1.64637, 0.14288, 3.74684], [-1.26520, -0.09165, 4.59844], [-2.56794, -0.12695, 3.80909], [-2.37973, -3.41577, 2.78815], [-2.48820, -3.19334, 1.85406], [-2.70289, -2.63938, 3.25292], [-3.33784, 2.26215, -1.41448], [-4.07360, 2.69485, -1.86003], [-2.98959, 2.94308, -0.81280], [-2.41654, 3.69032, 0.85617], [-2.56180, 3.42785, 1.77025], [-1.46004, 3.64325, 0.74241], [-5.19575, 0.00504, -1.36261], [-5.89896, 0.51509, -1.77505], [-4.45072, 0.61828, -1.29182], [-3.85040, -2.33172, 0.36787], [-4.53765, -2.91364, 0.70877], [-3.77131, -2.56794, -0.56178]], "forces_ev_per_angstrom": [[-0.08, 0.03, 0.85], [-0.07, 0.04, -0.68], [-0.45, 0.34, 0.29], [0.07, -0.04, 0.14], [-0.39, 0.26, 0.39], [0.30, -0.17, -0.51], [0.13, -0.02, 0.36], [0.07, -0.25, -0.16], [-0.05, 0.10, -0.11], [0.10, 0.05, -0.49], [0.00, -0.13, 0.09], [0.11, -0.09, -0.20], [0.22, -0.08, -0.05], [0.42, -0.60, -0.12], [-1.04, 0.14, 0.34], [0.11, -0.42, -0.72], [-0.11, 0.21, 0.24], [0.01, -0.71, -0.11], [0.03, 0.39, -0.04], [0.14, 0.34, -0.01], [-0.01, 0.09, 0.24], [-0.19, 0.30, 0.03], [0.04, -0.03, -0.02], [0.51, 0.08, -0.02], [0.26, -0.03, 0.14], [-0.07, 0.35, 0.12], [-0.19, -0.43, -0.11], [-0.17, -0.35, 1.28], [-0.55, 0.09, -1.01], [0.53, 0.04, 0.09], [-0.28, 0.26, 0.45], [-0.05, -0.19, -0.30], [0.45, 0.04, -0.24], [0.04, -0.03, -0.08], [0.11, 0.15, 0.14], [0.08, 0.26, -0.10], [-0.02, 0.18, -0.68], [0.22, 0.20, 0.30], [-0.14, -0.22, 0.25], [0.12, -0.05, 0.05], [0.55, -0.02, -0.21], [-1.02, 0.09, -0.23], [0.06, -0.09, 0.05], [0.00, -0.19, 0.17], [-0.26, 0.02, 0.10], [0.06, 0.19, -0.03], [0.51, -0.06, 0.12], [0.09, -0.12, -0.14], [0.49, -0.06, 0.17], [0.11, -0.17, -0.72], [0.04, -0.10, 0.16], [-0.44, 0.12, -0.05], [-0.05, 0.12, 0.21], [-0.07, 0.07, 0.07], [-0.12, 0.12, 0.31], [-0.07, -0.07, -0.09], [0.05, 0.02, 0.01], [-0.03, 0.08, 0.03], [0.03, -0.07, 0.00], [-0.13, 0.07, 0.01], [0.03, 0.01, -0.01], [-0.11, 0.13, -0.28], [0.04, 0.09, -0.01], [-0.06, -0.27, 0.36], [0.13, 0.24, -0.07], [-0.07, -0.09, -0.02], [0.03, -0.12, 0.01], [0.03, -0.13, -0.17], [-0.02, -0.03, 0.02], [0.00, 0.13, 0.16], [0.26, -0.20, 0.15], [-0.09, 0.05, -0.02], [-0.14, 0.12, -0.07]], "smiles": "C[C@H]1COC(=O)O1.C[C@H]1COC(=O)O1.C[C@H]1COC(=O)O1.BrCCBr.BrCCBr.O.O.O.O.O.O", "e_lumo_ev": -0.2565, "e_homo_ev": -9.98, "total_charge": 0}